A structure of composition C8H24B2O28 at a distorted geometry. Source: the Open Molecules 2025 dataset; level of theory: ωB97M-V with the def2-TZVPD basis set.

As for the HOMO-LUMO gap: 0.329 Ha. For the calculated total energy, the calculation gives -2476.176522 Ha. Its total charge is -2. The lowest unoccupied orbital energy is 3.7 eV. The spin multiplicity is 1. The calculation puts the energy above the lowest of the compared OMol25 structures with the same formula, charge and spin at 529.1 kJ/mol. The calculation puts the largest force on an atom at 7.83 eV/A.

Last column: Löwdin charge in e.
CARTESIAN COORDINATES (ANGSTROEM)
O1 -3.4606 -0.8971 -3.7303  0.129
C1 -2.9551 -1.4066 -2.7492  -0.449
O2 -2.3386 -2.4975 -2.8301  0.299
B1 -1.8337 -2.8754 -1.5058  -0.766
O3 -2.2274 -1.6894 -0.6916  0.264
C2 -2.8219 -0.8493 -1.4349  -0.439
O4 -3.1589 0.3014 -1.2171  0.174
O5 -0.3802 -3.1450 -1.4214  0.287
C3 -0.2185 -4.1427 -0.6721  -0.466
O6 0.7803 -4.3208 0.0149  0.151
C4 -1.4300 -4.8145 -0.5056  -0.509
O7 -2.3651 -4.1740 -1.0165  0.296
O8 -1.6121 -5.7980 0.2115  0.124
O9 -0.9734 1.0209 -3.9773  0.211
C5 -0.2735 0.9129 -3.0426  -0.469
O10 0.1106 -0.2009 -2.5667  0.307
B2 0.5479 0.1663 -1.1759  -0.795
O11 0.4328 1.6139 -1.1021  0.263
C6 -0.1385 1.9875 -2.1020  -0.469
O12 -0.1627 3.1638 -2.3978  0.165
O13 -0.0921 -0.5024 -0.0598  0.306
C7 0.7560 -1.1886 0.5630  -0.442
O14 0.5130 -1.6287 1.6635  0.134
C8 1.9943 -1.0706 0.0140  -0.394
O15 1.9389 -0.3001 -0.9812  0.310
O16 3.0715 -1.0715 0.5805  0.122
O17 -3.7578 1.7630 -3.9841  -0.080
H1 -3.0679 2.3007 -4.4064  0.015
H2 -3.3554 0.8918 -4.0800  -0.025
O18 2.2905 -3.4573 2.7223  -0.059
H3 1.5515 -3.4873 2.0532  0.036
H4 2.1045 -2.6795 3.1988  -0.029
O19 4.6044 -1.7023 2.7211  -0.064
H5 4.1641 -1.6404 1.8652  -0.013
H6 4.2728 -2.5447 3.0070  0.002
O20 3.8220 1.2563 1.6865  -0.055
H7 2.9775 1.6324 1.4855  -0.028
H8 3.8314 0.4345 1.1559  0.013
O21 -0.7095 6.1342 -2.0207  -0.069
H9 -0.5201 5.4044 -1.3980  0.040
H10 -1.0353 6.9387 -1.5878  0.052
O22 -1.4339 2.0332 1.2048  -0.010
H11 -0.7361 1.7575 0.6532  -0.034
H12 -1.0279 2.7898 1.6274  0.022
O23 1.1537 1.7168 2.0926  -0.058
H13 1.2155 2.4478 1.4292  0.010
H14 0.7966 2.0178 2.9123  0.058
O24 -1.6481 -3.1726 1.9190  -0.014
H15 -0.9770 -2.5081 1.6508  0.008
H16 -1.0476 -3.7643 2.3318  0.025
O25 1.4089 3.6320 0.3084  0.015
H17 1.9553 4.3496 0.1065  0.049
H18 1.1647 3.1661 -0.4829  0.026
O26 1.9693 -0.2374 3.8608  -0.039
H19 1.4540 0.3154 3.3013  -0.027
H20 2.8418 -0.2763 3.4373  0.023
O27 -2.8133 4.8708 -3.6091  -0.091
H21 -2.9842 4.0005 -3.1877  0.028
H22 -1.9925 5.1600 -3.1778  -0.020
O28 -0.1599 -2.4028 4.6535  -0.060
H23 0.4173 -1.7221 4.9085  -0.029
H24 -0.4318 -2.0120 3.7743  0.039

Forces on atoms 1 to 3 (eV/Å):
O -0.283 -0.018 0.575
C -1.652 1.706 -4.465
O 2.067 -4.047 0.367

---

A structure of composition C28H46AgO26S4 at a distorted geometry. Source: the Open Molecules 2025 dataset; level of theory: ωB97M-V with the def2-TZVPD basis set.

As for the HOMO-LUMO gap: 0.369 Ha. For the calculated total energy, the calculation gives -4790.075291 Ha. Its total charge is +1. The lowest unoccupied orbital energy is -2.2 eV. The spin multiplicity is 1. The calculation puts the largest force on an atom at 5.35 eV/A.

Last column: Löwdin charge in e.
CARTESIAN COORDINATES (ANGSTROEM)
Ag1 0.0769 -0.8798 -0.0655  0.835
O1 1.7977 -2.4595 1.0075  0.022
C1 1.3313 -3.4193 0.3089  -0.331
O2 0.1373 -3.3460 -0.3671  -0.035
C2 0.0768 -3.9838 -1.5667  -0.231
C3 1.0464 -5.0648 -1.4069  -0.144
C4 2.1702 -4.4787 -0.4461  -0.023
H1 0.2820 -3.3412 -2.4228  0.132
H2 -0.8514 -4.4923 -1.8276  0.143
H3 1.6308 -5.4204 -2.2555  0.121
H4 0.6672 -5.9864 -0.9654  0.122
H5 2.9445 -3.9900 -1.0374  0.106
H6 2.5247 -5.2719 0.2123  0.126
O3 2.5291 -1.1025 -1.8356  0.085
C5 3.3623 -1.0830 -2.7192  -0.467
O4 3.7484 0.0877 -3.2947  -0.014
C6 4.6891 0.0345 -4.3632  -0.096
C7 5.3801 -1.3582 -3.9839  -0.112
C8 4.3275 -2.1330 -3.1169  -0.070
H7 5.4498 0.8068 -4.2494  0.129
H8 4.1422 -0.0574 -5.3016  0.125
H9 6.3302 -1.2968 -3.4533  0.109
H10 5.5415 -1.9860 -4.8602  0.104
H11 4.7840 -2.6249 -2.2580  0.124
H12 3.8193 -2.7437 -3.8631  0.131
O5 -1.1756 -1.0286 -2.1303  0.017
C9 -0.8062 -0.1615 -2.9517  -0.465
O6 0.4043 -0.0884 -3.3320  0.066
C10 0.5596 0.8175 -4.3872  -0.150
C11 -0.6973 1.6586 -4.3564  -0.147
C12 -1.7457 0.7748 -3.7232  -0.027
H13 0.7600 0.3315 -5.3420  0.134
H14 1.4844 1.3777 -4.2489  0.129
H15 -0.8445 2.1325 -5.3269  0.129
H16 -0.4313 2.4225 -3.6258  0.117
H17 -2.3614 0.2464 -4.4511  0.149
H18 -2.3012 1.3503 -2.9827  0.088
O7 -0.9711 -0.8774 2.3104  0.009
C13 -0.5456 -1.1743 3.4539  -0.417
O8 0.5384 -0.5053 3.8963  0.020
C14 1.1788 -1.1393 5.0002  -0.129
C15 0.3662 -2.4015 5.1585  -0.155
C16 -0.9698 -2.2160 4.4632  -0.052
H19 1.1620 -0.4611 5.8533  0.136
H20 2.2169 -1.4131 4.8117  0.109
H21 0.3551 -2.6969 6.2077  0.126
H22 0.7796 -3.2749 4.6542  0.119
H23 -1.7503 -1.8525 5.1317  0.136
H24 -1.2616 -3.1192 3.9275  0.130
O9 0.5154 1.3868 -0.3418  0.067
C17 1.0137 2.2018 0.3790  -0.396
O10 1.8188 1.6543 1.3851  -0.013
C18 2.2454 2.6343 2.2578  -0.158
C19 1.1619 3.7301 2.0565  -0.148
C20 0.8331 3.6595 0.6456  -0.079
H25 3.1555 3.0493 1.8249  0.127
H26 2.4191 2.1833 3.2348  0.139
H27 1.4405 4.7501 2.3215  0.133
H28 0.3273 3.4702 2.7076  0.109
H29 1.6477 4.1736 0.1353  0.146
H30 -0.1232 4.0205 0.2670  0.141
C21 -6.0531 -2.3641 -0.0953  -0.158
C22 -4.6350 -1.7694 0.0559  -0.142
O11 -4.6149 -0.3826 -0.3579  -0.229
S1 -6.1345 0.1662 -0.6034  0.678
O12 -6.3658 0.4732 -2.0203  -0.251
O13 -6.5191 1.1548 0.3391  -0.208
O14 -6.8658 -1.2142 -0.0752  -0.192
H31 -6.4142 -2.9744 0.7325  0.136
H32 -6.1336 -3.0020 -0.9755  0.127
H33 -3.8316 -2.3706 -0.3699  0.124
H34 -4.2418 -1.5168 1.0406  0.120
C23 -3.4485 1.4167 2.9603  -0.176
C24 -2.2163 2.2312 2.8884  -0.146
O15 -2.5839 3.4029 3.7019  -0.223
S2 -4.1704 3.7804 3.6905  0.684
O16 -4.5596 4.9844 2.9494  -0.236
O17 -4.5829 3.7435 5.0603  -0.237
O18 -4.5059 2.3780 2.9452  -0.195
H35 -3.5160 0.8004 3.8568  0.138
H36 -3.5556 0.8286 2.0488  0.118
H37 -2.1316 2.6606 1.8902  0.103
H38 -1.2708 1.8071 3.2264  0.122
C25 5.2124 -0.3504 1.5075  -0.163
C26 4.7495 -1.8071 1.6370  -0.193
O19 5.5888 -2.3685 2.5981  -0.197
S3 5.8540 -1.2580 3.7746  0.723
O20 7.1677 -1.4939 4.3615  -0.223
O21 4.6895 -1.0756 4.6152  -0.245
O22 5.9070 -0.0074 2.7014  -0.184
H39 4.3518 0.3134 1.4245  0.112
H40 5.7176 -0.0366 0.5941  0.128
H41 4.8083 -2.4853 0.7857  0.133
H42 3.7699 -1.8863 2.1084  0.101
C27 -2.8861 4.1385 -3.5418  -0.125
C28 -4.1086 3.2240 -3.5973  -0.161
O23 -4.1887 2.3725 -2.4443  -0.237
S4 -3.3201 3.1013 -1.1799  0.720
O24 -2.7035 2.0897 -0.3453  -0.234
O25 -4.1427 4.1351 -0.5750  -0.203
O26 -2.2900 3.6766 -2.3145  -0.265
H43 -3.0423 5.1671 -3.2166  0.135
H44 -2.2227 4.0118 -4.3973  0.123
H45 -3.8551 2.5152 -4.3856  0.122
H46 -5.0422 3.7645 -3.7526  0.143

Forces on atoms 1 to 3 (eV/Å):
Ag -0.073 0.365 0.280
O -2.968 -4.001 -1.962
C 3.185 3.191 -1.025

---

A structure of composition C3H5AlLiO4 at a distorted geometry. Source: the Open Molecules 2025 dataset; level of theory: ωB97M-V with the def2-TZVPD basis set.

As for the HOMO-LUMO gap (alpha / beta): 0.297 / 0.254 Ha. For the calculated total energy, the calculation gives -667.876575 Ha. Its total charge is +1. The lowest unoccupied orbital energy (alpha / beta) is -6.5 / -5.8 eV. The spin multiplicity is 1. The calculation puts the energy above the lowest of the compared OMol25 structures with the same formula, charge and spin at 21.7 kJ/mol. The calculation puts the largest force on an atom at 2.87 eV/A.

Last column: Löwdin charge in e.
CARTESIAN COORDINATES (ANGSTROEM)
Li1 1.2285 0.7830 2.0061  0.812
Al1 1.5082 0.9152 -0.7950  1.016
O1 -0.7103 2.3663 -0.0210  0.054
O2 -0.6706 0.7042 -1.6481  -0.021
O3 -0.4863 0.1800 0.5903  -0.192
C1 0.1852 -1.0716 0.3076  -0.273
C2 1.6626 -0.9447 -0.0675  -0.236
C3 -1.1319 0.9549 -0.4479  -0.851
H1 0.0634 -1.5846 1.2768  0.139
H2 -0.4023 -1.5515 -0.4885  0.147
H3 1.8972 -1.7429 -0.7917  0.092
H4 2.2917 -1.1496 0.8233  0.064
O4 -2.4718 0.6921 -0.2040  0.120
H5 -2.9636 1.4492 -0.5405  0.129

Forces on atoms 1 to 3 (eV/Å):
Li -0.778 -0.038 -0.049
Al -2.192 0.001 -1.471
O -0.447 -2.282 -1.112

---

A cluster of 9 separate species, C38H46F15N3O10 in total at a distorted geometry. Source: the Open Molecules 2025 dataset; level of theory: ωB97M-V with the def2-TZVPD basis set.

As for the SMILES: CCOC(=O)C(F)(F)F.CCOC(=O)C(F)(F)F.CCOC(=O)C(F)(F)F.CCOC(=O)C(F)(F)F.CCOC(=O)C(F)(F)F.c1cc[nH]c1.c1cc[nH]c1.c1cc[nH]c1.c1ccccc1. As for the HOMO-LUMO gap: 0.308 Ha. For the calculated total energy, the calculation gives -3890.105785 Ha. The lowest unoccupied orbital energy is 0.1 eV. The spin multiplicity is 1. The calculation puts the energy above the lowest of the compared OMol25 structures with the same formula, charge and spin at 113.8 kJ/mol. The calculation puts the largest force on an atom at 5.33 eV/A.

Last column: Löwdin charge in e.
CARTESIAN COORDINATES (ANGSTROEM)
N1 -8.9604 -4.2025 7.2515  -0.019
C1 -7.8540 -3.6000 6.6768  -0.147
C2 -7.6890 -4.0473 5.3923  -0.099
C3 -8.7272 -5.0265 5.2500  -0.119
C4 -9.5115 -5.1000 6.4216  -0.140
H1 -9.2495 -4.1521 8.2179  0.148
H2 -7.2602 -2.9538 7.3062  0.102
H3 -6.8884 -3.9092 4.6808  0.090
H4 -8.8490 -5.7490 4.4566  0.079
H5 -10.3367 -5.7353 6.7074  0.105
N2 1.9676 -7.5325 6.4673  -0.008
C5 1.9575 -6.1869 6.1143  -0.138
C6 2.6657 -5.4860 7.0871  -0.107
C7 3.1530 -6.4547 8.0248  -0.137
C8 2.7079 -7.6921 7.6897  -0.114
H6 1.4698 -8.2872 6.0171  0.132
H7 1.5899 -5.8782 5.1469  0.098
H8 2.9615 -4.4476 7.0637  0.085
H9 3.7658 -6.2400 8.8878  0.090
H10 2.8518 -8.7082 8.0263  0.099
N3 -3.5819 2.7883 -6.3419  -0.013
C9 -4.0024 4.0846 -6.1173  -0.136
C10 -2.9545 4.9127 -6.4768  -0.124
C11 -1.8291 4.1108 -6.8112  -0.113
C12 -2.2706 2.7900 -6.8092  -0.127
H11 -4.1396 1.9705 -6.1412  0.140
H12 -5.0545 4.2532 -5.9410  0.101
H13 -2.9025 5.9904 -6.5238  0.087
H14 -0.8313 4.4861 -6.9843  0.087
H15 -1.7783 1.8333 -6.9022  0.098
C13 -0.7164 -1.3148 -0.0847  -0.121
C14 -0.0674 -0.4258 -0.9586  -0.065
C15 0.8114 0.5324 -0.3611  -0.103
C16 0.8903 0.6860 0.9790  -0.126
C17 0.1511 -0.1113 1.8393  -0.073
C18 -0.5757 -1.2102 1.2858  -0.090
H16 -1.3203 -2.1147 -0.4868  0.094
H17 0.0631 -0.6497 -2.0071  0.093
H18 1.4586 1.0475 -1.0556  0.097
H19 1.5722 1.3395 1.5028  0.104
H20 0.3389 -0.0954 2.9028  0.095
H21 -1.0636 -2.0655 1.7296  0.094
C19 -5.8930 3.2620 0.0436  -0.041
C20 -7.4425 2.9880 0.0099  -0.207
O1 -8.0750 3.3182 -1.2132  -0.006
C21 -8.6256 4.5951 -1.3730  -0.266
O2 -8.5164 5.6263 -0.6539  0.120
C22 -9.6278 4.6040 -2.5274  -0.555
F1 -9.5044 3.5158 -3.2507  0.187
F2 -10.8781 4.6640 -1.9613  0.142
F3 -9.4156 5.6875 -3.2792  0.173
H22 -5.3577 2.4001 -0.3548  0.065
H23 -5.6109 3.2993 1.0958  0.071
H24 -5.4879 4.1404 -0.4587  0.079
H25 -7.9002 3.4655 0.8763  0.115
H26 -7.7899 1.9702 0.1876  0.124
C23 5.7483 -2.5070 0.2823  -0.089
C24 5.4395 -3.1073 1.5563  -0.241
O3 6.1452 -2.4140 2.5860  0.013
C25 7.4786 -2.5850 2.8390  -0.296
O4 8.2449 -3.4020 2.3033  0.130
C26 7.9619 -1.5319 3.8983  -0.527
F4 7.0687 -0.5632 4.0691  0.178
F5 8.3849 -2.1252 5.0451  0.147
F6 9.0786 -0.9830 3.4155  0.156
H27 5.4662 -1.4583 0.1887  0.092
H28 5.4347 -3.2325 -0.4684  0.095
H29 6.7969 -2.3571 0.0254  0.085
H30 5.6579 -4.1746 1.5206  0.126
H31 4.3709 -3.2218 1.7379  0.131
C27 6.7991 7.4055 6.3463  -0.065
C28 6.0430 7.9952 5.1369  -0.186
O5 6.5655 7.3896 3.9836  0.008
C29 6.1412 6.2033 3.5489  -0.300
O6 5.2611 5.5549 4.1808  0.097
C30 6.6471 5.8088 2.1010  -0.474
F7 8.0042 5.5876 2.1423  0.133
F8 5.9416 4.7577 1.6273  0.155
F9 6.4125 6.8240 1.2531  0.156
H32 6.9005 6.3296 6.4889  0.079
H33 6.3413 7.7560 7.2713  0.074
H34 7.8386 7.6832 6.5207  0.072
H35 6.1649 9.0741 5.0411  0.130
H36 4.9855 7.7603 5.2583  0.123
C31 5.8605 2.0071 -5.9553  -0.077
C32 7.1342 1.2749 -6.2165  -0.251
O7 7.8559 1.1142 -5.0134  0.012
C33 9.0238 0.3515 -5.1133  -0.263
O8 9.5752 -0.1832 -6.0889  0.134
C34 9.5525 0.0172 -3.6650  -0.620
F10 8.8151 0.5871 -2.7504  0.183
F11 9.5986 -1.2699 -3.4393  0.199
F12 10.7683 0.5072 -3.4786  0.173
H37 5.2067 1.3091 -5.4323  0.077
H38 5.3103 2.2765 -6.8568  0.084
H39 5.8498 2.8878 -5.3132  0.085
H40 7.6803 1.9034 -6.9200  0.128
H41 6.9265 0.3204 -6.7000  0.134
C35 -7.3775 -3.2585 -3.6206  -0.078
C36 -7.8249 -2.7439 -4.9301  -0.269
O9 -7.3301 -3.3622 -6.0683  0.004
C37 -5.9748 -3.6848 -6.2724  -0.257
O10 -5.0430 -3.0593 -5.7513  0.138
C38 -5.6825 -4.6483 -7.4509  -0.536
F13 -5.3284 -3.9700 -8.5465  0.176
F14 -4.6516 -5.4517 -7.0485  0.134
F15 -6.6580 -5.4717 -7.7912  0.179
H42 -6.3388 -3.1004 -3.3304  0.076
H43 -7.4166 -4.3468 -3.5753  0.089
H44 -7.9278 -2.8176 -2.7893  0.087
H45 -7.8865 -1.6564 -4.9706  0.129
H46 -8.8783 -2.9834 -5.0756  0.128

Forces on atoms 1 to 3 (eV/Å):
N 0.513 0.525 0.882
C -0.039 0.485 0.959
C -1.161 -1.485 0.711